1.
ORCA calculation (ωB97M-V with the def2-TZVPD basis set) on C22H15BrClILuN5O2S as an isolated structure at a distorted geometry.

The calculation puts the energy above the lowest of the compared OMol25 structures with the same formula, charge and spin at 0.0 kJ/mol. For the HOMO energy, the calculation gives -7.818 eV. The calculation puts the electronic energy at -169729.39574 eV. Its maximum force is 0.035 hartree/bohr. The molar mass is 830.69 g/mol. As for the LUMO energy: -0.29 eV. For the orbital gap, the calculation gives 7.525 eV.

Structure (ORCA input):
```
! RIJCOSX wB97M-V def2-TZVPD def2/J DEFGRID3
* xyz 0 1
Lu 0.87 1.14 -0.42
N -1.26 4.20 1.81
C -0.23 3.41 1.39
S 0.35 3.71 -0.22
N 0.23 2.53 2.24
N 1.04 1.54 1.77
C 1.88 1.00 2.58
C 2.64 -0.17 2.20
C 3.03 -1.09 3.19
C 3.58 -2.31 2.85
C 3.82 -2.61 1.52
C 3.55 -1.69 0.53
C 2.94 -0.45 0.83
O 2.67 0.39 -0.13
H -1.38 5.08 1.34
H -1.48 4.16 2.80
H 1.98 1.38 3.60
H 2.85 -0.85 4.22
H 3.81 -3.03 3.63
H 4.23 -3.57 1.25
H 3.79 -1.89 -0.50
Cl -5.23 1.45 -3.99
C -3.58 1.36 -3.49
C -2.58 1.34 -4.43
C -1.26 1.25 -4.04
I 0.31 1.19 -5.44
C -0.85 1.17 -2.71
O 0.39 1.06 -2.38
C -1.91 1.18 -1.73
N -1.54 1.08 -0.42
C -2.48 1.09 0.50
C -3.85 1.21 0.21
C -4.24 1.30 -1.10
C -3.27 1.29 -2.11
H -2.83 1.40 -5.48
H -2.15 1.00 1.53
H -4.57 1.22 1.01
H -5.28 1.38 -1.37
Br 1.19 -5.82 0.13
C 0.78 -3.97 -0.01
C 0.33 -3.27 1.09
C 0.08 -1.92 0.94
N 0.24 -1.26 -0.21
C 0.63 -1.96 -1.27
C 0.91 -3.32 -1.23
H 0.18 -3.75 2.05
H -0.27 -1.33 1.79
H 0.73 -1.41 -2.20
H 1.23 -3.85 -2.12
*
```

***

2.
ORCA calculation (ωB97M-V with the def2-TZVPD basis set) on C22H15Cl2I2IrN4O3 as an isolated structure at a distorted geometry.

The calculation puts the energy above the lowest of the compared OMol25 structures with the same formula, charge and spin at 0.0 kJ/mol. For the HOMO energy (spin up / spin down), the calculation gives -13.847 / -13.915 eV. The calculation puts the electronic energy at -79225.24534 eV. Its maximum force is 0.068 hartree/bohr. The molar mass is 900.32 g/mol. As for the LUMO energy (spin up / spin down): -6.83 / -8.36 eV. For the orbital gap (spin up / spin down), the calculation gives 7.013 / 5.552 eV.

Structure (ORCA input):
```
! RIJCOSX wB97M-V def2-TZVPD def2/J DEFGRID3
* xyz 2 5
Ir 0.15 -0.43 0.11
I -0.98 -0.73 7.90
C -0.94 -0.50 5.81
C -1.71 0.54 5.30
C -1.44 1.04 3.97
I -2.54 2.47 3.13
C -0.73 0.28 2.99
O -0.62 0.64 1.72
C -0.04 -0.89 3.53
C 0.72 -3.31 1.24
N 0.57 -3.74 -0.07
C -0.52 -3.41 -0.93
C 0.10 -2.39 -1.93
C 0.18 -2.75 -3.26
C 1.05 -2.10 -4.13
C 1.93 -1.12 -3.68
C 1.68 -0.68 -2.40
N 0.76 -1.28 -1.58
C -0.09 -1.21 4.90
H -2.39 1.13 5.97
H 0.04 -3.79 2.00
H 1.76 -3.49 1.58
H 1.13 -4.56 -0.31
H -1.43 -3.11 -0.34
H -0.79 -4.41 -1.41
H -0.41 -3.61 -3.62
H 1.03 -2.45 -5.15
H 2.74 -0.78 -4.31
H 2.22 0.11 -1.87
H 0.68 -1.88 5.32
Cl 3.15 3.79 1.00
C 1.83 3.66 -0.11
C 1.30 4.71 -0.90
C 0.15 4.55 -1.78
Cl -0.48 5.94 -2.55
C -0.50 3.34 -1.92
C -1.53 3.02 -2.83
C -2.26 1.84 -2.65
C -1.78 0.92 -1.76
N -0.64 1.08 -1.00
C 0.00 2.28 -1.07
C 1.20 2.36 -0.28
O 1.60 1.29 0.30
H 1.79 5.68 -0.83
H -1.78 3.77 -3.63
H -3.26 1.67 -3.09
H -2.24 -0.07 -1.60
O 0.87 -1.58 2.79
N 0.49 -1.84 1.45
*
```